# 1
Below is 11 unconnected molecules or ions with the total composition C51H67N7O4 at a distorted geometry, with properties calculated with ωB97M-V/def2-TZVPD.

Geometry as XYZ:
```
129
Properties=species:S:1:pos:R:3:lowdin_charge:R:1
C -4.292 4.780 1.636 -0.084
C -3.251 3.948 1.257 -0.079
C -2.044 4.520 0.884 -0.151
N -1.797 5.834 0.918 0.074
C -2.778 6.610 1.377 -0.154
C -4.021 6.133 1.780 -0.073
H -5.264 4.431 1.962 0.106
H -3.387 2.874 1.263 0.095
H -1.205 3.847 0.734 0.085
H -2.544 7.666 1.445 0.102
H -4.756 6.786 2.230 0.100
C -0.165 -4.481 0.278 -0.086
C 0.039 -5.836 0.022 -0.060
C -0.492 -6.351 -1.158 -0.166
N -1.145 -5.629 -2.059 0.055
C -1.361 -4.336 -1.784 -0.155
C -0.902 -3.729 -0.626 -0.070
H 0.209 -4.038 1.191 0.063
H 0.562 -6.470 0.724 0.096
H -0.210 -7.372 -1.397 0.100
H -1.959 -3.850 -2.544 0.095
H -1.000 -2.663 -0.468 0.078
C -1.324 -3.456 3.727 -0.087
C -2.041 -4.459 3.104 -0.071
C -3.216 -4.095 2.461 -0.140
N -3.706 -2.850 2.458 0.062
C -3.035 -1.924 3.154 -0.171
C -1.834 -2.170 3.810 -0.069
H -0.382 -3.703 4.201 0.088
H -1.636 -5.461 3.078 0.104
H -3.810 -4.818 1.914 0.107
H -3.468 -0.933 3.078 0.103
H -1.311 -1.426 4.394 0.108
C 4.178 -4.579 4.624 -0.065
C 4.148 -3.953 3.374 -0.055
C 3.000 -4.026 2.613 -0.137
N 1.925 -4.728 2.983 0.057
C 1.955 -5.357 4.157 -0.162
C 3.052 -5.292 5.004 -0.076
H 4.991 -4.399 5.313 0.105
H 5.005 -3.382 3.045 0.106
H 2.874 -3.414 1.729 0.082
H 1.023 -5.817 4.464 0.099
H 2.972 -5.727 5.993 0.101
C 2.316 -4.068 -2.565 -0.068
C 2.338 -2.849 -1.897 -0.104
C 3.318 -2.618 -0.922 -0.196
N 4.273 -3.494 -0.700 0.071
C 4.283 -4.656 -1.353 -0.145
C 3.348 -4.963 -2.333 -0.067
H 1.515 -4.184 -3.284 0.107
H 1.542 -2.161 -2.156 0.104
H 3.301 -1.649 -0.431 0.053
H 5.052 -5.364 -1.071 0.099
H 3.359 -5.920 -2.841 0.099
C 1.724 5.812 -2.750 -0.067
C 0.465 5.190 -2.749 -0.041
C 0.202 4.269 -1.770 -0.143
N 1.083 3.908 -0.812 0.045
C 2.234 4.568 -0.780 -0.128
C 2.610 5.508 -1.745 -0.064
H 1.988 6.529 -3.516 0.105
H -0.304 5.483 -3.450 0.103
H -0.744 3.759 -1.656 0.077
H 2.938 4.202 -0.041 0.106
H 3.592 5.961 -1.720 0.107
C -0.954 0.605 0.250 -0.042
C 0.110 1.346 -0.240 -0.046
C 1.411 0.898 -0.072 -0.161
N 1.701 -0.268 0.494 0.086
C 0.666 -0.977 0.971 -0.131
C -0.670 -0.601 0.879 -0.067
H -1.932 1.031 0.075 0.079
H -0.039 2.322 -0.688 0.044
H 2.234 1.552 -0.344 0.068
H 0.947 -1.917 1.432 0.088
H -1.399 -1.300 1.259 0.073
C 3.561 -0.535 -2.670 -0.166
C 3.384 0.707 -3.538 -0.154
C 3.241 1.802 -2.508 -0.222
O 4.211 1.466 -1.517 -0.124
C 4.408 0.064 -1.530 -0.195
H 3.997 -1.350 -3.241 0.125
H 2.570 -0.832 -2.318 0.065
H 2.493 0.684 -4.173 0.118
H 4.240 0.934 -4.178 0.117
H 2.226 1.763 -2.085 0.084
H 3.291 2.807 -2.929 0.120
H 4.144 -0.415 -0.582 0.079
H 5.468 -0.156 -1.691 0.128
C -5.408 -1.780 -0.468 -0.164
C -4.712 -2.520 -1.596 -0.163
C -4.153 -1.369 -2.416 -0.199
O -3.641 -0.495 -1.411 -0.178
C -4.483 -0.561 -0.258 -0.185
H -5.447 -2.405 0.424 0.090
H -6.439 -1.527 -0.724 0.110
H -5.363 -3.223 -2.115 0.119
H -3.853 -3.041 -1.163 0.095
H -4.927 -0.824 -2.973 0.117
H -3.405 -1.680 -3.145 0.116
H -5.083 0.340 -0.118 0.112
H -3.862 -0.794 0.608 0.085
C -4.682 3.828 -2.436 -0.144
C -4.523 2.380 -2.897 -0.163
C -3.030 2.186 -2.795 -0.204
O -2.437 3.437 -3.133 -0.166
C -3.430 4.458 -3.085 -0.194
H -4.607 3.920 -1.351 0.093
H -5.610 4.301 -2.752 0.111
H -4.891 2.272 -3.920 0.119
H -5.072 1.662 -2.287 0.098
H -2.642 1.421 -3.469 0.125
H -2.715 1.880 -1.793 0.092
H -3.633 4.778 -4.113 0.117
H -3.064 5.316 -2.517 0.113
C 3.169 1.955 2.332 -0.171
C 2.331 3.180 2.670 -0.161
C 3.330 4.332 2.881 -0.174
O 4.630 3.756 2.657 -0.129
C 4.551 2.367 2.822 -0.225
H 3.200 1.790 1.248 0.072
H 2.795 0.993 2.685 0.109
H 1.768 3.005 3.591 0.106
H 1.565 3.400 1.924 0.087
H 3.254 4.654 3.920 0.111
H 3.165 5.162 2.200 0.105
H 4.697 2.023 3.857 0.116
H 5.314 1.823 2.261 0.120
```

Its HOMO-LUMO gap is 9.61 eV. Its electronic energy is -72590.196 eV. As for the total charge: 0. The structure (SMILES) is c1ccncc1.c1ccncc1.c1ccncc1.c1ccncc1.c1ccncc1.c1ccncc1.c1ccncc1.C1CCOC1.C1CCOC1.C1CCOC1.C1CCOC1. As for the HOMO energy: -9.05 eV. The value obtained for the energy above the lowest of the compared OMol25 structures with the same formula, charge and spin is 106.3 kJ/mol. As for the LUMO energy: 0.02084 Ha.

# 2
Below is a molecular structure, C3H7N3 at a distorted geometry, with properties calculated with ωB97M-V/def2-TZVPD.

Geometry as XYZ:
```
13
Properties=species:S:1:pos:R:3:lowdin_charge:R:1
C 0.633 -0.090 0.476 -0.364
C -1.835 0.471 -0.133 -0.130
C -0.588 -0.435 -0.428 -0.209
N 1.718 -0.969 0.132 0.006
N 2.494 0.048 0.125 -0.093
N 1.689 1.009 0.427 0.038
H 0.357 -0.303 1.618 0.185
H -2.537 0.349 -0.952 0.046
H -1.746 1.671 -0.135 0.120
H -2.304 0.153 0.786 0.048
H -0.499 -0.464 -1.573 0.125
H -0.814 -1.479 -0.219 0.096
H 3.431 0.040 -0.123 0.133
```

Its HOMO-LUMO gap is 9.55 eV. Its electronic energy is -7690.279 eV. As for the total charge: 0. As for the HOMO energy: -8.62 eV. The value obtained for the energy above the lowest of the compared OMol25 structures with the same formula, charge and spin is 424.6 kJ/mol. As for the LUMO energy: 0.03400 Ha.

# 3
Below is a molecular structure, C31H30BCl2N5O5W at a distorted geometry, with properties calculated with ωB97M-V/def2-TZVPD.

Geometry as XYZ:
```
75
Properties=species:S:1:pos:R:3:lowdin_charge:R:1
W -1.595 1.378 1.671 1.522
N -2.378 1.649 -0.339 -0.088
C -1.731 0.570 -1.130 -0.147
C -1.497 -0.672 -0.345 -0.326
O -1.373 -1.818 -1.045 0.166
N -1.512 -0.638 0.985 -0.037
C -1.594 -1.767 2.019 -0.100
C -2.714 -1.581 2.939 -0.794
O -2.590 -1.685 4.150 0.009
O -3.743 -1.145 2.353 -0.080
H -3.401 1.690 -0.354 0.123
H -2.002 2.568 -0.776 0.153
H -0.812 0.898 -1.568 0.129
H -2.418 0.195 -1.921 0.152
H -0.689 -1.586 2.577 0.047
H -1.662 -2.622 1.387 0.120
Cl 1.768 -2.366 2.456 0.461
C 1.815 -1.504 4.084 -0.938
Cl 3.433 -1.604 4.835 0.490
H 1.067 -1.917 4.710 0.012
H 1.639 -0.381 3.791 0.058
N -0.999 10.827 3.859 0.149
C -0.685 9.712 3.981 -0.193
C -0.557 8.292 3.982 -0.222
C -0.149 7.779 2.760 -0.052
C -0.323 6.457 2.470 -0.033
C -0.743 5.582 3.552 -0.142
C -1.017 6.126 4.834 -0.053
C -0.915 7.446 5.086 -0.011
C -0.889 4.176 3.188 -0.065
C -2.036 3.374 3.741 -0.179
C -3.026 3.785 4.652 -0.041
C -4.033 2.753 4.755 -0.052
C -3.593 1.645 4.012 -0.091
N -2.436 2.008 3.271 -0.210
C 0.039 3.606 2.219 -0.218
C 1.271 4.130 1.684 -0.040
C 2.058 3.076 1.154 -0.093
C 1.334 1.935 1.292 -0.174
N 0.073 2.224 1.810 -0.237
H 0.276 8.430 1.988 0.130
H -0.252 6.118 1.380 0.143
H -1.233 5.459 5.679 0.122
H -1.213 7.792 6.083 0.129
H -3.013 4.732 5.157 0.080
H -4.965 2.829 5.215 0.072
H -3.926 0.616 3.920 0.088
H 1.491 5.148 1.887 0.075
H 3.093 3.156 0.785 0.111
H 1.635 0.901 1.027 0.112
C 3.148 -5.062 -7.043 -0.046
C 2.139 -5.757 -6.109 -0.587
C 2.751 -7.102 -5.694 -0.048
C 0.897 -6.120 -6.953 -0.059
C 1.875 -4.906 -4.958 -0.164
C 2.965 -4.688 -4.076 -0.014
C 2.759 -4.160 -2.760 0.041
C 1.493 -3.658 -2.468 -0.148
O 0.980 -2.981 -1.318 0.188
B -0.286 -2.520 -1.812 -0.481
O -0.650 -3.063 -3.011 0.246
C 0.459 -3.781 -3.390 -0.205
C 0.555 -4.395 -4.603 0.098
H 3.371 -5.690 -7.905 0.084
H 4.086 -4.906 -6.486 0.077
H 2.753 -4.064 -7.284 0.098
H 2.989 -7.692 -6.584 0.093
H 1.975 -7.688 -5.211 0.084
H 3.564 -7.049 -4.983 0.076
H 1.143 -6.363 -8.039 0.105
H 0.082 -5.359 -7.004 0.077
H 0.413 -7.024 -6.573 0.079
H 4.015 -4.926 -4.394 0.125
H 3.597 -4.146 -2.078 0.117
H -0.351 -4.677 -5.166 0.128
```

Its HOMO-LUMO gap (alpha / beta) is 5.99 / 5.85 eV. Its electronic energy is -77865.080 eV. As for the total charge: 0. As for the spin multiplicity: 3. As for the HOMO energy (alpha / beta): -6.61 / -7.19 eV. The expectation value of S² is 2.065. As for the LUMO energy (alpha / beta): -0.02264 / -0.04938 Ha.

# 4
Below is 5 unconnected molecules or ions with the total composition C42H58Br2IN3O15P2 at a distorted geometry, with properties calculated with ωB97M-V/def2-TZVPD.

Geometry as XYZ:
```
123
Properties=species:S:1:pos:R:3:lowdin_charge:R:1
C -2.724 -3.795 -6.206 -0.146
C -2.210 -2.314 -6.703 -0.261
C -1.252 -1.554 -5.605 -0.222
C -1.840 -0.037 -5.414 -0.216
O -1.046 0.842 -4.546 -0.166
C -0.692 0.150 -3.261 -0.032
C 0.861 -0.391 -2.945 -0.087
C 1.968 -0.169 -4.170 -0.661
Br 3.081 1.503 -3.939 0.609
C 2.831 -1.512 -4.542 -0.709
C 3.454 -1.248 -6.072 -0.181
Br 1.752 -3.198 -4.688 0.664
C 1.256 -1.110 -1.485 -0.108
P 3.069 -1.684 -1.061 0.744
N 4.191 -0.560 -1.513 -0.220
O 3.408 -3.243 -1.759 -0.278
O 3.335 -1.799 0.693 -0.282
C -0.018 -1.303 -0.416 -0.036
C 0.168 -2.059 1.066 -0.180
C 0.308 -0.982 2.295 -0.153
C -0.247 -1.506 3.783 -0.028
C -0.256 -0.592 5.145 -0.025
C 0.297 0.948 5.041 -0.174
C 0.227 1.861 6.417 -0.118
C 0.882 1.483 3.584 -0.016
C 0.890 0.547 2.198 -0.025
C -1.563 -0.754 -0.756 -0.077
N -2.594 -0.955 0.322 0.060
C -3.941 -0.396 -0.015 -0.273
P -5.326 -0.623 1.328 0.934
C -6.612 -1.930 0.795 -0.434
C -6.176 -3.492 1.121 -0.180
C -4.448 -1.356 2.894 -0.433
C -5.511 -1.567 4.163 -0.185
C -4.217 0.361 -1.424 -0.197
C -5.756 0.982 -1.638 -0.697
I -7.009 -0.259 -2.958 0.743
C -5.535 2.422 -2.458 -0.335
C -4.601 3.384 -1.513 -0.145
N -3.265 0.578 -2.563 0.123
C -1.936 -0.002 -2.152 -0.041
H -1.885 -4.471 -5.744 0.076
H -3.636 -3.623 -5.462 0.087
H -3.183 -4.323 -7.164 0.079
H -1.690 -2.326 -7.765 0.115
H -3.185 -1.645 -6.813 0.107
H -0.170 -1.443 -6.097 0.089
H -1.251 -2.212 -4.633 0.102
H -1.843 0.464 -6.496 0.149
H -2.981 -0.108 -5.097 0.123
H 1.336 0.051 -5.161 0.100
H 3.756 -1.726 -3.866 0.057
H 3.914 -0.180 -6.201 0.063
H 2.707 -1.565 -6.917 0.075
H 4.372 -2.008 -6.152 0.092
H 4.883 -0.979 -2.170 -0.022
H 4.337 -3.236 -2.140 0.068
H 3.441 -0.815 0.948 0.076
H -0.839 -2.664 1.282 0.112
H 1.007 -2.891 1.042 0.109
H -0.664 -2.606 3.865 0.086
H -0.692 -1.051 6.131 0.094
H -0.935 1.972 6.668 0.088
H 0.618 2.956 6.241 0.080
H 0.698 1.333 7.361 0.086
H 1.265 2.607 3.574 0.085
H 1.284 0.973 1.175 0.082
H -7.586 -1.729 1.451 0.090
H -6.928 -1.845 -0.330 0.017
H -6.759 -4.164 0.326 0.085
H -5.015 -3.621 1.043 0.067
H -6.590 -3.736 2.213 0.075
H -3.970 -2.421 2.666 0.070
H -3.605 -0.641 3.321 0.089
H -5.074 -1.180 5.188 0.078
H -5.858 -2.700 4.274 0.073
H -6.431 -0.852 3.918 0.067
H -6.270 1.281 -0.628 0.078
H -6.619 2.919 -2.503 0.109
H -5.118 2.228 -3.534 0.098
H -3.468 3.282 -1.877 0.083
H -4.616 3.059 -0.380 0.087
H -4.944 4.513 -1.657 0.086
O 9.123 -3.295 -1.433 0.139
C 8.171 -3.833 -0.893 -0.512
O 8.253 -4.961 -0.128 0.068
C 6.991 -5.129 0.492 -0.132
C 6.062 -4.391 -0.416 -0.160
O 6.884 -3.385 -0.977 0.051
H 6.739 -6.190 0.574 0.140
H 7.030 -4.693 1.495 0.132
H 5.675 -5.023 -1.223 0.136
H 5.219 -3.948 0.122 0.120
O 4.503 -1.486 7.088 0.131
C 4.678 -1.581 5.885 -0.514
O 3.684 -1.806 4.976 0.063
C 4.252 -1.624 3.693 -0.156
C 5.709 -1.866 3.924 -0.141
O 5.893 -1.477 5.272 0.063
H 3.822 -2.327 2.975 0.116
H 4.046 -0.602 3.357 0.130
H 5.979 -2.922 3.821 0.130
H 6.340 -1.270 3.259 0.139
O -2.325 2.963 4.372 0.117
C -1.943 3.982 3.822 -0.510
O -0.633 4.326 3.656 0.034
C -0.607 5.442 2.787 -0.166
C -1.965 6.042 2.957 -0.137
O -2.772 4.929 3.292 0.067
H 0.192 6.134 3.068 0.132
H -0.430 5.091 1.765 0.132
H -2.002 6.766 3.778 0.140
H -2.326 6.522 2.043 0.126
O -0.481 7.181 1.018 0.110
C 0.673 7.103 0.633 -0.483
O 1.192 7.825 -0.403 0.079
C 2.592 7.620 -0.387 -0.133
C 2.739 6.313 0.322 -0.124
O 1.615 6.279 1.180 0.040
H 2.991 7.589 -1.404 0.141
H 3.065 8.445 0.156 0.138
H 2.688 5.458 -0.361 0.142
H 3.668 6.253 0.897 0.142
```

Its HOMO-LUMO gap is 6.28 eV. Its electronic energy is -246414.671 eV. As for the total charge: 0. The structure (SMILES) is CCCCOc1c([C@@H](Br)[C@H](C)Br)c(P(=N)(O)O)c(Cc2ccc(C)cc2)c2nc(P(CC)CC)c([C@H](I)CC)nc12.O=C1OCCO1.O=C1OCCO1.O=C1OCCO1.O=C1OCCO1. As for the HOMO energy: -7.99 eV. As for the LUMO energy: -0.06311 Ha.

# 5
Below is 2 unconnected molecules or ions with the total composition C5H11O2 at a distorted geometry, with properties calculated with ωB97M-V/def2-TZVPD.

Geometry as XYZ:
```
18
Properties=species:S:1:pos:R:3:lowdin_charge:R:1
C -3.423 0.471 1.032 0.034
C -3.484 1.341 -0.249 -0.653
O -3.378 0.958 -1.399 0.091
O -3.682 2.520 0.126 0.269
H -4.438 0.242 1.383 0.094
H -2.839 0.917 1.760 0.052
H -3.077 -0.540 0.708 0.111
C 2.689 -0.416 -0.841 -0.261
C 2.972 -0.765 0.611 -0.142
C 1.098 -0.326 -0.841 -0.100
H 3.291 0.243 -1.252 0.043
H 2.910 -1.298 -1.421 0.085
H 3.802 -1.537 0.703 0.085
H 2.115 -1.218 1.128 0.060
H 0.761 -0.946 -1.578 0.018
H 0.486 -0.534 0.152 0.100
H 3.345 0.155 0.970 0.050
H 0.852 0.735 -0.991 0.062
```

Its HOMO-LUMO gap (alpha / beta) is 11.25 / 7.35 eV. Its electronic energy is -9454.743 eV. As for the total charge: 0. As for the spin multiplicity: 2. As for the HOMO energy (alpha / beta): -10.51 / -10.51 eV. The value obtained for the energy above the lowest of the compared OMol25 structures with the same formula, charge and spin is 164.5 kJ/mol. The expectation value of S² is 0.754. As for the LUMO energy (alpha / beta): 0.02721 / -0.11632 Ha.